# C4H7NO2

A single C4H7NO2 molecule (ωB97M-V/def2-TZVPD, the OMol25 dataset).

Element x y z (Å)
C  -0.9672  -0.6613  -1.0739
C  0.0569  1.1147  1.0306
N  -0.5191  2.0129  1.6938
O  0.4195  -0.0773  1.5628
C  1.0081  -0.8674  0.5309
C  0.4438  -0.2123  -0.7272
O  0.3822  1.1540  -0.2925
H  -1.5623  -0.7841  -0.1614
H  -1.4481  0.1092  -1.6832
H  -0.9686  -1.6068  -1.6216
H  -0.7639  2.7760  1.0677
H  2.1003  -0.7901  0.5870
H  0.6969  -1.9052  0.6698
H  1.1215  -0.2623  -1.5830

Computed properties:
Relative energy (zero: lowest compared OMol25 entry of this formula, charge and spin), kJ/mol: 97.9
LUMO level, Ha: 0.0298
Calculated total energy, a.u.: -361.8436
Strongest force on any atom, eV Å⁻¹: 0.3
Gap between HOMO and LUMO, eV: 10.7
E_HOMO, hartree: -0.3634

# C4H7NO2S

A gas-phase ion, C4H7NO2S (charge -2) at a distorted geometry (ωB97M-V/def2-TZVPD, the OMol25 dataset).

Element x y z (Å)
C  -0.1063  1.8917  0.4786
N  -0.0414  0.9418  -0.5898
C  -0.3718  -0.4705  -0.1327
C  0.6949  -1.1380  0.7749
S  0.1848  -0.7196  2.5329
C  -0.6225  -1.3316  -1.5735
O  0.3431  -1.1276  -2.3078
O  -1.6729  -1.9197  -1.8793
H  -0.6516  1.5623  1.2899
H  0.9509  2.3014  0.7810
H  -0.6606  2.7429  0.0838
H  0.8730  0.7972  -0.9312
H  -1.3946  -0.5155  0.2482
H  1.7301  -0.8168  0.6276
H  0.7449  -2.1980  0.5973

Computed properties:
Relative energy (zero: lowest compared OMol25 entry of this formula, charge and spin), kJ/mol: 221.7
LUMO level, Ha: 0.2284
Calculated total energy, a.u.: -759.9786
Strongest force on any atom, eV Å⁻¹: 3.7
Gap between HOMO and LUMO, eV: 5.4
Net charge: -2
E_HOMO, hartree: 0.0306

# C4H7NO2S

A single C4H7NO2S molecule at a distorted geometry (ωB97M-V/def2-TZVPD, the OMol25 dataset).

Element x y z (Å)
C  -1.1106  1.9969  0.1561
C  -0.8660  0.8876  -0.5855
C  -0.2872  -1.1940  0.8635
C  -0.0233  -1.5469  -0.5457
N  -0.0290  -0.1921  -0.1665
O  2.1979  0.3036  1.3554
O  2.5497  -0.5151  -0.9116
S  2.0162  0.5307  -0.0622
H  -1.7695  2.7354  -0.2397
H  -0.8139  2.2854  1.1525
H  -1.1709  1.0175  -1.6093
H  -1.3175  -1.2451  1.0084
H  0.5529  -1.2703  1.6439
H  0.9529  -1.7548  -1.0327
H  -0.8816  -2.0389  -1.0267

Computed properties:
Relative energy (zero: lowest compared OMol25 entry of this formula, charge and spin), kJ/mol: 371.4
LUMO level, Ha: 0.0274
Calculated total energy, a.u.: -759.9351
Strongest force on any atom, eV Å⁻¹: 3.2
Gap between HOMO and LUMO, eV: 10.3
E_HOMO, hartree: -0.3520

# C4H7NO2S

A molecular structure, C4H7NO2S at a distorted geometry (ωB97M-V/def2-TZVPD, the OMol25 dataset).

Element x y z (Å)
C  -0.2789  -1.4637  -2.0292
C  0.4877  -0.5390  -2.0214
C  -1.0231  -2.6638  -1.6510
C  0.0878  0.9262  2.6857
N  0.4605  1.0089  1.5285
O  -1.1566  2.9195  -0.0895
O  -0.3279  3.5921  2.0959
S  -0.0190  3.0954  0.7612
H  -1.7189  -3.0993  -2.3903
H  -0.2208  -3.4555  -1.4421
H  -1.7075  -2.2623  -0.8786
H  -0.3114  1.6898  3.3627
H  0.8800  0.4418  -2.0021
H  0.1205  0.0115  3.3830
H  0.9329  0.1781  1.1239

Computed properties:
Relative energy (zero: lowest compared OMol25 entry of this formula, charge and spin), kJ/mol: 535.4
LUMO level (spin up / spin down), Ha: -0.0094 / -0.1413
2S+1: 3
Calculated total energy, a.u.: -759.7303
Strongest force on any atom, eV Å⁻¹: 10.8
Gap between HOMO and LUMO (spin up / spin down), eV: 5.5 / 6.3
E_HOMO (spin up / spin down), hartree: -0.2132 / -0.3734

# C4H7NO2S2

A single C4H7NO2S2 molecule at a distorted geometry (ωB97M-V/def2-TZVPD, the OMol25 dataset).

Element x y z (Å)
C  -0.5184  1.0434  0.3244
C  1.1817  -0.5328  -0.1459
C  -0.0816  0.8000  1.7589
C  -0.1717  0.3901  -2.0039
N  0.0414  0.2548  -0.5548
O  -1.3520  1.8913  0.1651
O  0.4154  1.9383  2.3094
S  1.0905  -0.5296  1.7057
S  -1.6129  0.2681  2.6639
H  1.3991  -1.5252  -0.5796
H  2.1321  -0.0569  -0.5186
H  0.7740  0.5437  -2.4075
H  -0.5998  -0.4465  -2.4628
H  -0.7918  1.1913  -2.0256
H  -0.2803  2.6853  2.4283
H  -0.8510  0.4991  3.8883

Computed properties:
Relative energy (zero: lowest compared OMol25 entry of this formula, charge and spin), kJ/mol: 42.0
LUMO level, Ha: 0.0208
Calculated total energy, a.u.: -1158.1913
Strongest force on any atom, eV Å⁻¹: 3.6
Gap between HOMO and LUMO, eV: 9.3
E_HOMO, hartree: -0.3218

# C4H7NO2S2

2 unconnected molecules or ions with the total composition C4H7NO2S2 at a distorted geometry (ωB97M-V/def2-TZVPD, the OMol25 dataset).

Element x y z (Å)
C  -1.6195  -0.7487  0.1028
C  0.9436  0.1463  -1.3196
C  1.2388  -0.5038  1.1666
C  0.5507  0.1987  0.1163
N  -0.0352  1.4344  0.5829
O  -0.6241  2.1264  -0.2659
O  -0.0437  1.7645  1.7807
S  -1.4342  -2.1114  0.8879
S  -2.5408  0.2948  -0.8921
H  0.1291  0.5702  -1.8457
H  0.9381  -0.9009  -1.8946
H  1.8661  0.7110  -1.4360
H  1.5573  0.1421  1.9324
H  2.0389  -1.1449  0.6582
H  0.6256  -1.3454  1.6712
H  -3.5909  -0.6334  -1.2451

Computed properties:
Relative energy (zero: lowest compared OMol25 entry of this formula, charge and spin), kJ/mol: 529.6
LUMO level (spin up / spin down), Ha: -0.0406 / -0.0406
Calculated total energy, a.u.: -1158.0055
Strongest force on any atom, eV Å⁻¹: 3.8
Gap between HOMO and LUMO (spin up / spin down), eV: 7.3 / 7.3
E_HOMO (spin up / spin down), hartree: -0.3082 / -0.3081

# C4H7NO3

2 unconnected molecules or ions with the total composition C4H7NO3 at a distorted geometry (ωB97M-V/def2-TZVPD, the OMol25 dataset).

Element x y z (Å)
C  1.3309  0.7841  0.7082
C  1.4251  -0.6073  -0.1975
O  1.3246  -0.4122  -1.4715
O  1.5058  -1.6434  0.3942
H  0.5688  0.4412  -1.7205
H  0.8937  1.6990  0.3160
H  2.4058  1.0038  0.6456
H  1.0649  0.5652  1.7354
C  -1.2675  0.7120  -0.4551
C  -1.4875  -0.7084  -0.0872
N  -2.0300  -0.9403  1.0276
O  -0.7246  1.0650  -1.5190
H  -2.0901  -1.9326  1.2550
H  -1.8434  1.4308  0.1383
H  -1.0765  -1.4570  -0.7696

Computed properties:
Relative energy (zero: lowest compared OMol25 entry of this formula, charge and spin), kJ/mol: 314.5
LUMO level, Ha: -0.0532
Calculated total energy, a.u.: -437.0236
Strongest force on any atom, eV Å⁻¹: 4.3
Gap between HOMO and LUMO, eV: 8.5
E_HOMO, hartree: -0.3645

# C4H7NO3

A single C4H7NO3 molecule at a distorted geometry (ωB97M-V/def2-TZVPD, the OMol25 dataset).

Element x y z (Å)
O  -0.1626  2.3569  1.0857
C  -0.3202  1.6339  0.1364
C  -1.1840  0.3594  0.1507
C  -1.2116  -0.2557  1.5266
N  -0.5283  -0.5288  -0.8405
C  0.7718  -0.8781  -0.6544
O  1.1495  -2.0627  -1.1834
O  1.5772  -0.2025  -0.0728
H  -0.1442  2.0952  -0.8592
H  -2.1396  0.6449  -0.2743
H  -1.9449  -1.0658  1.5821
H  -1.5897  0.4640  2.2349
H  -0.2133  -0.5523  1.8396
H  -1.1414  -1.0349  -1.4523
H  0.5351  -2.5431  -1.7477

Computed properties:
Relative energy (zero: lowest compared OMol25 entry of this formula, charge and spin), kJ/mol: 126.7
LUMO level, Ha: 0.0069
Calculated total energy, a.u.: -437.0951
Strongest force on any atom, eV Å⁻¹: 2.5
Gap between HOMO and LUMO, eV: 9.8
E_HOMO, hartree: -0.3548

# C4H7NO3

A single C4H7NO3 molecule at a distorted geometry (ωB97M-V/def2-TZVPD, the OMol25 dataset).

Element x y z (Å)
O  -1.7071  0.9260  1.8418
C  -0.7562  0.8434  1.1253
C  -0.8502  0.3796  -0.3045
C  0.5096  0.1494  -0.9503
C  1.3937  -0.9100  -0.3130
O  0.7254  -1.7703  0.4728
O  2.5503  -1.0619  -0.5999
N  -1.6317  1.3406  -1.1073
H  0.3120  1.0067  1.4011
H  -1.4285  -0.5398  -0.3309
H  1.0585  1.0821  -0.8461
H  0.4193  -0.2435  -1.9543
H  1.2122  -2.6009  0.5438
H  -2.3441  0.9502  -1.7039
H  -2.0147  2.0742  -0.5310

Computed properties:
Relative energy (zero: lowest compared OMol25 entry of this formula, charge and spin), kJ/mol: 152.8
LUMO level, Ha: 0.0181
Calculated total energy, a.u.: -437.0852
Strongest force on any atom, eV Å⁻¹: 2.0
Gap between HOMO and LUMO, eV: 10.2
E_HOMO, hartree: -0.3556

Repeat the eighth record exactly.
# C4H7NO3

A single C4H7NO3 molecule at a distorted geometry (ωB97M-V/def2-TZVPD, the OMol25 dataset).

Element x y z (Å)
O  -0.1626  2.3569  1.0857
C  -0.3202  1.6339  0.1364
C  -1.1840  0.3594  0.1507
C  -1.2116  -0.2557  1.5266
N  -0.5283  -0.5288  -0.8405
C  0.7718  -0.8781  -0.6544
O  1.1495  -2.0627  -1.1834
O  1.5772  -0.2025  -0.0728
H  -0.1442  2.0952  -0.8592
H  -2.1396  0.6449  -0.2743
H  -1.9449  -1.0658  1.5821
H  -1.5897  0.4640  2.2349
H  -0.2133  -0.5523  1.8396
H  -1.1414  -1.0349  -1.4523
H  0.5351  -2.5431  -1.7477

Computed properties:
Relative energy (zero: lowest compared OMol25 entry of this formula, charge and spin), kJ/mol: 126.7
LUMO level, Ha: 0.0069
Calculated total energy, a.u.: -437.0951
Strongest force on any atom, eV Å⁻¹: 2.5
Gap between HOMO and LUMO, eV: 9.8
E_HOMO, hartree: -0.3548

Which formula does entry 5 have?
C4H7NO2S2

Look up the relative energy (zero: lowest compared OMol25 entry of this formula, charge and spin) of the third one.
371.4 kJ/mol